Entry 1:
The following is a quantum chemistry calculation of C22H26N2O5 as an isolated structure, from OMol25.

Geometry as XYZ:
```
55
Properties=species:S:1:pos:R:3:forces:R:3:lowdin_charge:R:1
C -2.43657 -3.92656 -0.01784 6.554 -3.662 -1.627 -0.08
C -2.30435 -3.03388 1.11948 -3.032 -2.651 2.194 -0.35
H -1.35805 -3.03873 1.64066 0.087 -0.308 0.307 0.13
H -3.24536 -3.28647 1.75571 1.886 0.333 -0.104 0.16
O -2.49613 -1.82288 0.60483 -2.755 6.738 -0.776 -0.09
C -3.79649 -1.21192 0.60521 -1.190 -1.630 -0.853 -0.19
O -4.86616 -1.85993 0.84010 4.880 3.313 -0.832 0.07
C -3.67599 0.30468 0.04631 -2.522 -1.352 1.025 -0.12
C -4.69307 1.21253 -0.24332 4.925 -2.260 0.754 0.05
C -3.94301 2.34969 -0.45837 -8.339 8.345 -2.677 -0.10
C -2.70137 2.34942 -0.27723 4.054 -6.890 1.197 -0.22
O -2.54660 0.97463 -0.02705 3.433 -2.518 1.505 0.03
C -1.40819 2.83227 -0.58572 -0.471 8.536 3.836 -0.10
N -0.23118 2.42358 0.04512 -3.756 -10.022 -12.113 0.08
C 0.35059 2.69325 1.02806 4.754 6.338 15.953 -0.40
O 0.04162 3.71710 1.85136 1.378 -3.729 -3.674 -0.08
C 1.42549 1.54791 1.73186 1.326 9.930 -1.459 -0.31
C 2.43874 1.35867 0.72414 2.818 2.607 -4.872 -0.22
N 3.22551 0.22938 0.73172 -3.218 -3.301 7.123 -0.09
C 2.80795 -0.77960 1.83326 3.361 -1.305 -5.339 -0.20
O 3.38724 -1.89272 1.64855 -2.228 3.044 2.121 -0.01
C 1.62649 -0.40597 2.86967 -0.169 -3.896 -8.271 -0.05
C 0.68769 0.53555 2.17393 -6.216 -6.846 1.575 -0.19
H -0.13800 0.70043 3.03238 1.316 0.394 -2.589 0.19
H 0.20680 0.10362 1.02781 0.769 0.072 3.848 0.19
H 1.39377 -1.42295 3.03507 -1.479 -1.058 0.367 0.11
H 2.22090 -0.21654 3.58277 3.436 3.016 6.200 0.05
C 4.13654 -0.04560 -0.25840 -3.167 -15.293 5.723 -0.13
H 4.88356 -0.70279 0.37325 -0.453 1.421 -1.857 0.18
H 4.44419 0.68007 -0.64127 5.176 11.312 -5.789 0.01
C 3.55050 -1.08927 -1.31380 -2.146 -3.248 2.484 -0.09
C 2.18060 -0.76362 -1.91330 1.175 0.603 1.130 -0.23
C 1.06705 -1.15886 -1.18556 -1.157 -2.408 1.185 -0.09
C -0.21688 -0.85205 -1.64979 0.815 2.535 -0.583 -0.13
C -0.29722 0.14957 -2.64008 -0.229 3.203 -0.840 -0.05
C 0.94298 0.87481 -3.20077 -1.781 -6.423 2.706 -0.02
C 2.15680 0.20650 -2.98190 -7.059 -2.413 3.873 -0.02
H 3.03490 0.58063 -3.00898 6.010 2.790 -1.912 0.04
H 0.83460 1.44130 -4.02106 -0.592 2.801 -2.357 0.04
H -1.33982 0.71124 -2.88231 2.464 -1.778 0.447 0.14
H -1.01765 -1.16249 -0.99978 -0.638 -0.054 -0.590 0.07
H 0.95084 -1.86359 -0.17885 1.456 1.758 -2.784 0.18
H 3.33112 -2.21083 -0.74481 0.845 3.412 -1.085 0.17
H 4.21476 -1.43586 -2.04709 1.340 0.234 -1.210 0.08
H 3.14289 2.25268 0.63170 -0.774 -0.309 1.036 0.16
H 2.20840 1.39154 -0.38009 -1.712 0.248 0.732 0.13
H 1.92634 2.06040 2.60613 -0.744 0.137 -0.908 0.19
H 0.03054 1.26124 -0.32540 -0.680 4.155 0.867 0.23
H -1.50564 4.03101 0.00096 0.247 -2.809 -1.121 0.24
H -1.43867 3.34120 -1.48197 1.195 -0.051 -2.758 0.11
H -4.40669 3.37136 -0.78447 0.388 -1.954 0.664 0.17
H -5.66771 1.03636 -0.20861 -3.927 -0.411 -0.078 0.08
H -1.48151 -3.62015 -0.87540 -2.862 -1.218 2.439 0.16
H -2.32360 -5.04627 0.30700 0.127 1.944 -0.746 0.12
H -3.31349 -3.87310 -0.51385 -2.918 0.577 -1.484 0.02
```
Positions in Å, forces in eV/Å.

Kohn-Sham gap   0.3083 Eh
Largest force on an atom   0.346 Eh/bohr
E_tot   -1339.0596 hartree
LUMO level   0.0 eV
Spin multiplicity   1
HOMO level   -8.384 eV

=====

Entry 2:
The following is a quantum chemistry calculation of one molecule with the formula C3H2N2O2, from OMol25.

Geometry as XYZ:
```
9
Properties=species:S:1:pos:R:3:forces:R:3:lowdin_charge:R:1
C 0.05519 -0.62678 -0.50592 -0.766 1.567 -0.030 -0.36
C -0.63979 0.51375 -0.17679 -0.684 -0.497 -1.784 -0.15
O 0.16762 -1.25379 -1.66200 0.135 -0.147 0.226 0.16
N -1.78045 0.99816 -0.10617 -0.212 -0.052 0.671 0.16
C 0.85191 0.22416 1.30855 1.677 -2.047 0.704 -0.31
O 1.03244 -0.82573 0.42104 0.170 0.687 1.459 0.08
N 1.08712 0.68982 2.35010 -0.456 0.254 -0.924 0.20
H 1.01636 -1.72138 -1.71509 0.006 0.223 -0.057 0.14
H -1.79039 2.00180 0.08628 0.130 0.011 -0.265 0.07
```
Positions in Å, forces in eV/Å.

SMILES string   N#COC(O)=C=N
Kohn-Sham gap (spin up / spin down)   0.2753 / 0.2753 Eh
Largest force on an atom   0.053 Eh/bohr
E_tot   -375.3476 hartree
LUMO level (spin up / spin down)   -1.0 / -1.0 eV
Spin multiplicity   1
HOMO level (spin up / spin down)   -8.522 / -8.523 eV

=====

Entry 3:
The following is a quantum chemistry calculation of C4H9N3 as an isolated structure, from OMol25.

Geometry as XYZ:
```
16
Properties=species:S:1:pos:R:3:forces:R:3:lowdin_charge:R:1
C -2.06987 0.46713 0.01056 -1.474 2.019 -2.074 -0.19
C -0.51215 -1.41370 0.31587 -3.762 1.618 -3.316 -0.12
C 0.92403 -1.50658 0.17380 0.662 -2.917 -0.442 -0.21
C 0.58681 0.65126 -0.43962 0.255 0.147 0.263 -0.39
H -2.67587 -0.29270 -0.75730 -0.078 2.284 2.870 0.14
H -2.08559 1.55622 -0.42366 -0.622 -1.938 0.655 0.10
H -2.32799 0.62964 1.15743 0.355 -1.034 -2.155 0.10
H -0.91059 -1.33854 1.28548 -0.104 -0.085 1.698 0.08
H -1.29259 -2.09181 -0.24322 2.145 0.456 0.902 0.15
H 1.66254 -2.30210 0.15210 -1.003 -1.242 0.902 0.11
H 1.08932 1.09186 -1.35521 -2.185 -0.859 -0.055 0.11
H 1.37927 2.69680 -0.30878 -2.351 -3.203 3.707 0.18
H 1.53310 1.59794 1.34547 -2.888 1.069 -3.321 0.13
N -0.81643 -0.01524 -0.39385 5.448 -2.214 1.197 -0.20
N 1.52195 -0.53202 -0.26442 0.585 5.237 -0.269 0.07
N 0.73098 1.87068 0.48456 5.018 0.662 -0.562 -0.06
```
Positions in Å, forces in eV/Å.

Kohn-Sham gap   0.3393 Eh
Largest force on an atom   0.117 Eh/bohr
E_tot   -321.8860 hartree
LUMO level   0.8 eV
Spin multiplicity   1
HOMO level   -8.478 eV

=====

Entry 4:
The following is a quantum chemistry calculation of C16H19F5MnN5OS as an isolated structure, from OMol25.

Geometry as XYZ:
```
48
Properties=species:S:1:pos:R:3:forces:R:3:lowdin_spin:R:1
Mn 0.28662 0.42819 -0.01837 -0.048 -0.045 -0.127 4.67
N -0.62120 -0.80304 1.65221 -0.014 0.015 -0.024 0.04
C -1.58092 0.05630 2.37472 -0.004 0.043 0.001 0.01
C -0.89373 1.36027 2.75266 -0.019 -0.038 0.016 0.00
N -0.29490 2.03206 1.58499 0.040 0.029 -0.035 0.04
C -1.10008 3.09983 0.96498 -0.034 0.003 -0.051 0.00
C -1.91619 2.59493 -0.21722 0.024 0.005 0.046 0.01
N -1.01642 1.91060 -1.16516 -0.046 -0.005 0.072 0.04
H -1.07899 -1.64810 1.32606 0.013 -0.008 0.027 0.00
H 0.11746 -1.09974 2.28549 -0.006 -0.017 -0.012 0.00
H -1.96835 -0.42490 3.27470 -0.007 0.012 0.004 0.00
H -2.43037 0.24246 1.71419 0.003 -0.009 0.005 0.00
H -0.08943 1.13672 3.45611 0.000 0.011 0.002 0.00
H -1.60138 2.01593 3.26666 -0.003 -0.005 0.004 0.00
H 0.59318 2.42646 1.86873 -0.005 -0.012 -0.007 0.00
H -0.41139 3.86747 0.60596 0.006 -0.003 0.008 0.00
H -1.76162 3.57494 1.69426 0.003 0.002 -0.001 0.00
H -2.44526 3.43381 -0.67410 0.005 0.003 0.005 0.00
H -2.67106 1.87727 0.11056 0.006 0.001 -0.007 0.00
H -0.37333 2.57909 -1.58405 -0.012 -0.013 -0.014 0.00
H -1.54385 1.50087 -1.92891 0.008 0.016 -0.005 0.00
F 6.62776 0.41063 3.04565 0.018 -0.007 0.007 0.00
C 5.66931 0.47801 2.13099 -0.034 0.015 -0.056 0.00
C 4.34089 0.38809 2.50205 -0.033 0.008 0.020 0.00
F 4.00300 0.23250 3.78322 0.006 -0.006 0.005 0.00
C 3.36117 0.46697 1.53215 0.042 -0.003 -0.025 0.01
F 2.06578 0.37614 1.95421 0.007 -0.027 0.029 0.02
C 3.62514 0.63255 0.18301 0.158 0.013 0.000 0.01
S 2.40193 0.74437 -1.06743 -0.078 0.011 -0.001 0.06
C 4.97693 0.71868 -0.15647 -0.099 0.001 0.042 0.00
F 5.32333 0.88029 -1.43087 0.033 -0.004 -0.003 0.00
C 5.98298 0.64471 0.79002 -0.002 -0.013 0.032 0.00
F 7.25459 0.73322 0.42079 0.019 0.002 -0.003 0.00
N -4.64744 -3.29214 -2.88147 -0.028 -0.022 0.008 0.00
C -3.98722 -2.45274 -2.06003 0.011 0.030 -0.035 0.00
O -4.53863 -1.80479 -1.19056 -0.001 -0.005 0.017 0.00
C -2.49629 -2.32289 -2.25285 0.035 0.006 0.026 0.00
C -1.70648 -3.03255 -3.14962 -0.010 0.034 0.036 0.00
C -0.34249 -2.78998 -3.18372 -0.011 -0.013 -0.013 0.00
C 0.19705 -1.84904 -2.32437 0.047 0.006 0.004 0.01
N -0.55453 -1.16136 -1.45658 0.014 0.003 0.028 0.04
C -1.86515 -1.40177 -1.43271 -0.009 0.004 0.001 0.01
H -5.64219 -3.38238 -2.75606 0.003 -0.004 -0.008 0.00
H -4.20666 -3.81823 -3.61180 0.001 0.005 0.001 0.00
H -2.12716 -3.77131 -3.81931 0.003 -0.007 0.001 0.00
H 0.30118 -3.32406 -3.86746 0.006 0.002 -0.003 0.00
H 1.25670 -1.62253 -2.31617 -0.001 -0.004 -0.006 0.00
H -2.47227 -0.84179 -0.72905 -0.005 -0.011 -0.007 0.00
```
Positions in Å, forces in eV/Å.

Kohn-Sham gap (spin up / spin down)   0.2774 / 0.2814 Eh
Largest force on an atom   0.003 Eh/bohr
E_tot   -3018.5250 hartree
LUMO level (spin up / spin down)   -2.9 / -3.0 eV
Spin multiplicity   6
Charge   +1
HOMO level (spin up / spin down)   -10.463 / -10.619 eV

=====

Entry 5:
The following is a quantum chemistry calculation of a 6-piece molecular cluster, C37H38N6O13 overall, from OMol25.

Geometry as XYZ:
```
94
Properties=species:S:1:pos:R:3:forces:R:3:lowdin_charge:R:1
C -3.16905 1.94518 -3.49741 -0.002 0.079 -0.022 -0.02
C -3.15683 0.76872 -2.51662 -0.043 -0.112 -0.099 -0.38
O -2.73002 -0.44007 -3.15772 -0.106 -0.041 0.157 -0.05
C -2.36754 1.03567 -1.24928 -0.093 0.166 0.297 -0.15
O -2.79027 0.15270 -0.20962 -0.272 -0.477 -0.408 -0.07
C -1.92174 -0.85743 0.18630 0.075 0.345 0.253 -0.39
C -2.61230 -1.98525 0.92659 0.159 -0.355 -0.154 -0.11
C -1.37949 -2.87495 1.12291 0.083 0.295 0.055 -0.07
C -0.77281 -2.79716 -0.27170 -0.179 0.439 -0.143 -0.44
O -0.11059 -3.61436 -0.83462 0.229 -0.379 -0.139 0.11
N -1.18671 -1.55682 -0.88890 -0.111 -0.560 0.504 0.11
H -4.18535 2.29551 -3.66777 -0.055 0.021 -0.011 0.08
H -2.77876 1.61116 -4.45745 0.068 0.015 -0.019 0.06
H -2.58120 2.79162 -3.14758 0.023 -0.036 -0.017 0.06
H -4.17752 0.56762 -2.19148 -0.045 -0.074 -0.013 0.13
H -1.76681 -0.43627 -3.16853 0.092 0.041 -0.130 0.08
H -2.58488 2.04538 -0.90299 0.018 0.049 -0.003 0.13
H -1.28912 0.96764 -1.40854 -0.018 -0.040 -0.060 0.12
H -1.15381 -0.44390 0.85564 0.045 0.195 -0.071 0.16
H -3.25109 -2.48814 0.19465 -0.286 0.043 0.152 0.12
H -3.19883 -1.72720 1.80367 0.224 0.139 0.161 0.12
H -0.67565 -2.37484 1.79661 -0.058 -0.127 0.196 0.11
H -1.53658 -3.88826 1.47299 -0.013 -0.109 -0.153 0.12
H -1.85114 -1.83529 -1.61394 0.121 0.323 -0.258 0.12
C 3.68028 3.44815 -4.54872 0.004 -0.005 0.028 -0.07
C 3.16859 4.73783 -4.48522 -0.008 -0.007 -0.016 -0.06
C 1.96821 4.97988 -3.83777 0.030 0.025 -0.074 0.00
C 1.30827 3.90856 -3.26353 -0.029 0.011 0.032 -0.15
C 1.80330 2.61790 -3.29965 0.026 -0.036 -0.027 0.00
C 3.00251 2.39246 -3.95433 0.050 0.054 0.002 -0.07
N 0.01445 4.15236 -2.60473 0.019 -0.009 -0.076 -0.33
O -0.41416 5.28610 -2.58511 0.008 0.005 0.018 0.09
O -0.56602 3.19196 -2.13018 0.127 0.096 0.075 0.04
H 4.60840 3.26278 -5.07211 0.000 -0.002 -0.008 0.11
H 3.69941 5.55710 -4.95043 0.006 0.000 -0.001 0.11
H 1.54164 5.97005 -3.78591 -0.021 -0.006 0.026 0.12
H 1.25287 1.80995 -2.84271 -0.026 0.014 0.018 0.12
H 3.39746 1.38898 -4.02074 -0.008 -0.009 0.006 0.11
C -2.21348 3.84303 -8.52051 0.017 -0.007 0.007 -0.07
C -2.18115 2.92548 -7.47856 0.000 0.011 -0.009 -0.06
C -0.97279 2.39565 -7.05595 -0.061 0.006 0.013 0.00
C 0.18289 2.80652 -7.69434 0.047 0.001 0.037 -0.14
C 0.17866 3.71658 -8.73427 -0.021 0.039 -0.045 0.00
C -1.03815 4.23521 -9.14745 -0.012 -0.001 0.006 -0.06
N 1.47400 2.26018 -7.23497 -0.046 0.083 0.067 -0.34
O 1.44821 1.45061 -6.33049 0.020 -0.122 -0.045 0.07
O 2.48628 2.66170 -7.77240 0.011 -0.021 -0.025 0.08
H -3.15964 4.25522 -8.84488 -0.004 -0.002 -0.004 0.11
H -3.09743 2.62088 -6.99146 -0.007 0.002 0.001 0.11
H -0.92093 1.68044 -6.24900 0.035 -0.004 0.003 0.11
H 1.10674 4.00687 -9.20283 0.020 -0.015 0.021 0.12
H -1.06658 4.94862 -9.95954 -0.004 0.003 -0.003 0.11
C 4.39128 -1.40167 3.96363 -0.021 -0.002 0.008 -0.06
C 3.32921 -1.28673 3.07624 0.015 -0.001 0.007 -0.06
C 2.03078 -1.21456 3.55337 0.026 -0.004 -0.054 -0.01
C 1.82851 -1.25918 4.92019 -0.049 0.014 0.017 -0.14
C 2.86821 -1.37335 5.82344 0.058 -0.024 0.027 0.00
C 4.16212 -1.44661 5.33232 0.023 -0.002 -0.002 -0.06
N 0.44740 -1.17967 5.43647 0.036 -0.030 -0.022 -0.35
O -0.45478 -1.11085 4.62441 -0.035 -0.002 -0.055 0.06
O 0.29275 -1.19137 6.63896 -0.008 0.003 0.011 0.08
H 5.40406 -1.45310 3.58651 0.005 0.000 -0.001 0.11
H 3.50971 -1.25184 2.01055 0.002 -0.004 -0.004 0.11
H 1.18855 -1.12288 2.88491 -0.020 0.015 0.021 0.10
H 2.66310 -1.40385 6.88275 -0.030 0.014 0.000 0.12
H 4.99250 -1.52879 6.02062 0.006 0.034 0.000 0.09
C 8.15629 -4.77917 9.50105 -0.006 0.019 -0.005 -0.07
C 7.80889 -3.93112 10.54415 0.004 -0.010 -0.009 -0.06
C 7.40258 -2.63286 10.28074 0.009 -0.037 0.050 0.00
C 7.35330 -2.21599 8.96392 -0.025 0.045 -0.010 -0.15
C 7.69672 -3.03867 7.90744 0.016 -0.047 -0.032 -0.01
C 8.10239 -4.33367 8.18697 0.001 -0.008 0.014 -0.06
N 6.90786 -0.83818 8.67560 0.008 -0.017 0.013 -0.35
O 6.63384 -0.12568 9.61688 0.005 0.014 0.004 0.09
O 6.83777 -0.50035 7.50914 -0.017 -0.019 -0.030 0.06
H 8.47026 -5.79246 9.71312 0.005 -0.003 0.001 0.11
H 7.85237 -4.27983 11.56672 0.002 -0.004 0.003 0.11
H 7.12747 -1.95377 11.07327 -0.012 0.023 -0.018 0.12
H 7.64830 -2.66812 6.89482 -0.008 0.029 0.006 0.12
H 8.37613 -4.99479 7.37628 0.001 -0.005 -0.001 0.11
C -6.08300 -1.27887 -0.00876 -0.023 0.048 -0.066 -0.06
C -6.95033 -1.51968 1.04860 0.005 -0.004 -0.020 -0.06
C -8.28743 -1.79070 0.80479 0.041 0.003 0.049 0.00
C -8.72309 -1.81517 -0.50686 -0.051 -0.016 -0.006 -0.15
C -7.88155 -1.57855 -1.57765 0.062 0.010 -0.047 0.00
C -6.54771 -1.30666 -1.31788 -0.007 -0.030 0.038 -0.05
N -10.14444 -2.11217 -0.77538 0.024 0.000 0.003 -0.35
O -10.87098 -2.29884 0.17916 -0.011 0.001 0.006 0.08
O -10.50146 -2.15463 -1.93508 -0.010 0.009 -0.009 0.07
H -5.04219 -1.05507 0.17621 0.006 0.063 0.021 0.08
H -6.58692 -1.49638 2.06719 0.003 0.010 0.002 0.11
H -8.98333 -1.97911 1.60803 -0.025 -0.010 -0.018 0.12
H -8.26806 -1.60928 -2.58499 -0.031 -0.012 0.007 0.12
H -5.86619 -1.12354 -2.13850 -0.001 -0.007 -0.002 0.10
```
Positions in Å, forces in eV/Å.

SMILES string   C[C@@H](O)CO[C@H]1CCC(=O)N1.O=[N+]([O-])c1ccccc1.O=[N+]([O-])c1ccccc1.O=[N+]([O-])c1ccccc1.O=[N+]([O-])c1ccccc1.O=[N+]([O-])c1ccccc1
Kohn-Sham gap   0.3345 Eh
Largest force on an atom   0.015 Eh/bohr
E_tot   -2738.9121 hartree
LUMO level   -0.7 eV
Spin multiplicity   1
HOMO level   -9.809 eV

=====

Q: Number 1 is which compound?
A: C22H26N2O5

=====

Q: What is the formula in the fourth record?
A: C16H19F5MnN5OS

=====

Q: Which value of E_tot does entry 5 give?
A: -2738.9121 hartree

=====

Q: E_tot of number 2 (C3H2N2O2)?
A: -375.3476 hartree